C43H62BCl2F4InN6O4PS | wB97M-V/def2-TZVPD

XYZ file:
```
125
C43H62BCl2F4InN6O4PS | the Open Molecules 2025 dataset | wB97M-V/def2-TZVPD
In 0.23268 0.40610 0.08676
Cl -3.93643 -0.33980 -3.91240
Cl -3.66739 -1.95409 -1.47836
S 0.44153 4.37717 1.57574
P -1.97647 2.47485 -2.50307
F 2.68717 2.05381 -0.40875
F 3.39870 2.03180 -2.56780
F 3.02316 4.04057 -1.50824
F 4.83331 2.73678 -0.89646
O -1.79069 2.63844 -3.95242
O 1.31136 0.73174 -2.36019
O -1.63286 1.19466 -1.74735
O -1.97458 1.89371 1.75131
N 2.52822 5.81762 2.59925
N 3.12327 3.91070 1.81261
N -0.74904 -1.49385 1.82564
N -4.05405 1.49588 -1.09436
N 0.35044 3.51648 -1.49107
N 0.95709 -2.11921 -0.30420
C -0.19363 -2.12271 -4.40179
C -0.60538 -5.39290 4.39278
C -1.12156 3.78140 -1.54104
C 3.89206 -2.72033 -3.21860
C 0.69471 -6.10876 2.47742
C 1.06291 -4.40613 0.72767
C -4.72100 -0.36958 1.63537
C -3.65001 -1.42854 1.91529
C 2.54977 -2.73990 -3.56793
C 1.45993 -7.00451 1.68784
C 4.56195 -0.63137 0.50625
C 4.26095 -2.47410 -1.90774
C 3.30978 -2.27710 -0.91144
C 3.90220 5.71625 2.75830
C -2.78583 -1.02904 3.09579
C 1.98760 -6.59852 0.48776
C 1.80315 -5.28713 -0.01504
C -0.78036 -4.09610 3.85064
C -3.75427 2.68641 -1.95919
C 0.08231 -2.55710 -2.96227
C -3.36702 -0.59739 4.28415
C 0.51510 -4.82566 1.96173
C 3.76101 -1.93709 0.49967
C -0.52786 -3.93874 -2.70424
C 1.56911 -1.55684 5.02360
C 4.56721 -3.07583 1.12890
C -1.38769 -1.08155 3.02541
C -0.22430 -3.82083 2.62889
C 0.64690 -3.00171 0.54515
C 1.96196 -2.35306 -1.28212
C -0.57904 -0.63893 4.08371
C -2.58862 -0.19240 5.35659
C 4.27530 4.52317 2.25831
C 2.05678 4.70208 2.00770
C 1.47724 0.80864 4.14297
C -4.04994 -1.95682 -3.21038
C 1.56178 -2.54541 -2.61064
C 0.09863 -6.37156 3.73671
C -0.23662 -2.64672 1.73049
C 1.71927 6.95733 2.99601
C -4.29605 -2.80125 2.11536
C -1.20824 -0.20131 5.24416
C 0.93796 -0.61702 3.99343
B 3.53482 2.73814 -1.36156
H -3.09971 0.99797 -1.06686
H -4.44610 -0.57151 4.37114
H -4.26090 0.61859 1.54775
H -0.46439 -4.22285 -1.65335
H -1.04502 -5.61404 5.35626
H -1.33778 -3.35279 4.40520
H 1.62900 -8.01494 2.03929
H 5.49214 -0.73561 -0.05474
H -1.36747 2.53235 2.16068
H 2.14998 7.40079 3.89014
H -1.29764 4.78113 -1.93120
H 4.82241 -0.35539 1.53079
H 2.65371 -1.57917 4.90345
H 2.87531 -1.77388 1.11839
H 2.27376 -2.90527 -4.60089
H -3.54667 -3.57699 2.27380
H 3.07224 3.03657 1.30766
H -0.00526 -4.69662 -3.29169
H 5.24285 4.07009 2.14724
H -5.25599 -0.60664 0.71399
H -5.06286 -2.31927 -3.33309
H 1.35211 -1.22562 6.04091
H -4.35636 1.73797 -0.15490
H -3.05744 0.14796 6.27027
H 5.31201 -2.42260 -1.65150
H -0.60459 0.13607 6.07812
H 2.25070 -5.00362 -0.95860
H 1.23696 1.22231 5.12409
H 4.83510 -2.82783 2.15755
H 4.00438 -4.01056 1.13886
H -4.72557 0.86249 -1.52200
H -3.90122 3.59819 -1.38446
H -2.13059 1.22303 2.43228
H 1.68652 7.69901 2.19903
H 1.31509 -0.05405 -2.92022
H 0.57451 2.54701 -1.75546
H -5.45590 -0.32164 2.43934
H 2.57263 -7.29749 -0.09509
H -4.95892 -2.78918 2.98348
H 0.64403 3.65425 -0.49178
H 0.12087 -2.88818 -5.11334
H -1.26191 -1.96122 -4.54953
H -1.58184 -3.95785 -2.99036
H 2.21521 1.10144 -2.41517
H 4.65003 -2.87572 -3.97471
H 1.19425 -2.57569 4.91240
H -2.99876 -1.48575 1.03999
H 1.23138 -0.96774 3.00295
H 5.49347 -3.24568 0.57656
H -1.48355 3.72588 -0.51290
H -3.33415 -2.59469 -3.71404
H -4.41151 2.70240 -2.82409
H 0.92370 4.11262 -2.08877
H 0.20609 -7.35195 4.18443
H 3.99609 0.18744 0.06230
H 4.48102 6.50242 3.20792
H 0.31284 -1.19319 -4.66907
H -0.41422 -1.84612 -2.28948
H 0.70986 6.61487 3.20385
H 2.56370 0.81488 4.03370
H -4.88816 -3.07592 1.24035
H 1.05569 1.47344 3.38412
```

## Properties
Net charge ... +1
Total energy ... -124624.51552 eV
Maximum force ... 0.7 eV/Å
HOMO-LUMO gap ... 6.95 eV



C15H24FeN3O2PS4 | wB97M-V/def2-TZVPD

XYZ file:
```
50
C15H24FeN3O2PS4 | the Open Molecules 2025 dataset | wB97M-V/def2-TZVPD
Fe 2.03273 -0.99492 0.43418
S -0.17092 -4.54787 -1.71208
S 0.71004 -2.18254 1.74084
S 2.02302 -2.61112 -1.06860
S -1.48273 -4.04475 0.91889
P -0.73241 0.74603 -0.32569
O 0.66826 0.18557 -0.33585
O -2.42831 -5.66840 -0.93280
N -1.57079 0.31552 1.01343
N -1.53956 0.26953 -1.66556
N -0.62882 2.38681 -0.32408
C -1.54951 -4.92516 -0.63710
C -1.06935 0.68132 2.33244
C 3.95764 0.14944 -0.39212
C 3.27475 1.16854 0.25928
C 4.00791 -1.13544 1.66760
C 4.33744 -1.00160 0.31989
C -1.42836 -1.08944 -2.17887
C -1.62424 3.26401 0.27717
C 0.00427 -3.20525 0.59524
C 2.91518 1.02791 1.60137
C 0.23602 3.04453 -1.29754
C 3.27396 -0.12232 2.30366
C 0.60545 -3.42681 -0.63500
C -2.93303 -0.19985 1.00539
C -2.63390 1.04231 -2.23862
H 2.96380 2.04561 -0.29045
H 2.97099 -0.24689 3.33455
H 0.79391 3.85158 -0.81670
H -2.64058 2.05575 -1.84457
H -2.51253 1.09567 -3.32191
H -2.29942 2.69943 0.91578
H -1.65151 1.50071 2.76606
H -3.22392 -0.49892 0.00197
H -2.30149 -1.69537 -1.91231
H -0.53287 -1.55556 -1.78214
H 2.34328 1.80400 2.09162
H -3.64458 0.54876 1.36920
H 4.26435 -2.03899 2.20191
H 0.93975 2.32878 -1.71796
H 4.20455 0.23945 -1.44080
H -1.13183 4.02843 0.88175
H -2.99615 -1.07625 1.65376
H -3.60401 0.58228 -2.02643
H -0.34748 3.47687 -2.11650
H -1.34644 -1.06519 -3.26705
H -1.12399 -0.17762 3.00299
H 4.86858 -1.79674 -0.18478
H -0.02777 0.99540 2.26436
H -2.21936 3.77273 -0.48781
```

## Properties
Net charge ... +1
Total energy ... -111523.14751 eV
Maximum force ... 1.1 eV/Å
2S+1 ... 2
HOMO-LUMO gap (spin up / spin down) ... 7.38 / 6.72 eV



C5H9N | wB97M-V/def2-TZVPD

XYZ file:
```
15
C5H9N | the Open Molecules 2025 dataset | wB97M-V/def2-TZVPD
N 2.94253 0.33283 -0.34731
C -0.74805 0.09406 0.38907
C 1.76671 0.59890 -0.37168
C -0.83468 1.28834 -0.31185
C -1.21087 -1.18470 -0.28719
C 1.20276 -0.27720 0.67578
H -1.13991 1.30456 -1.35579
H -0.75104 -1.28138 -1.27765
H 1.43022 0.03005 1.69377
H -0.90937 0.14437 1.46657
H -0.80570 2.24615 0.20057
H -0.94522 -2.07189 0.29466
H 1.30091 -1.35140 0.52680
H 0.99945 1.31814 -0.87038
H -2.29776 -1.19085 -0.42539
```

## Properties
Net charge ... 0
Total energy ... -6816.15462 eV
Maximum force ... 0.8 eV/Å
HOMO-LUMO gap (spin up / spin down) ... 8.32 / 8.18 eV